DFT (ωB97M-V with the def2-TZVPD basis set) results for a structure of composition C24H27AsClILaO3P.

Atoms and positions in Å:
C (2.519, 1.968, 0.352)
C (1.652, 1.601, -0.773)
H (3.176, 2.704, -0.124)
H (3.083, 1.074, 0.712)
H (1.947, 2.410, 1.212)
O (1.324, 1.815, -1.876)
I (-2.231, -2.110, 0.704)
La (-0.326, 0.144, 0.518)
P (1.535, -1.963, -0.612)
C (1.113, -2.519, -2.275)
C (3.277, -1.488, -0.542)
H (1.113, -2.942, 1.574)
H (2.141, -3.952, 0.463)
H (0.320, -3.849, 0.255)
C (1.245, -3.330, 0.548)
H (3.518, -1.161, 0.484)
H (3.791, -2.411, -0.824)
H (1.789, -3.362, -2.443)
H (1.281, -1.695, -2.985)
H (3.449, -0.664, -1.252)
H (0.054, -2.817, -2.299)
C (-0.876, -0.046, -2.014)
O (-1.388, -0.033, -3.040)
Cl (1.158, -0.100, 2.663)
O (-1.483, 1.912, 0.533)
As (-3.090, 2.172, 1.083)
C (-3.193, 1.444, 2.911)
C (-4.453, 1.093, 3.410)
C (-4.592, 0.674, 4.735)
C (-3.473, 0.598, 5.570)
C (-2.217, 0.942, 5.075)
C (-2.072, 1.372, 3.752)
C (-2.785, 4.048, 1.063)
C (-2.958, 4.744, -0.138)
C (-2.654, 6.105, -0.180)
C (-2.136, 6.747, 0.945)
C (-1.910, 6.026, 2.118)
C (-2.209, 4.665, 2.179)
C (-4.276, 1.646, -0.395)
C (-3.825, 1.524, -1.712)
C (-4.715, 1.205, -2.736)
C (-6.074, 1.033, -2.457)
C (-6.535, 1.182, -1.146)
C (-5.641, 1.490, -0.117)
H (-5.337, 1.156, 2.753)
H (-5.587, 0.413, 5.116)
H (-3.591, 0.270, 6.617)
H (-1.330, 0.882, 5.727)
H (-1.067, 1.634, 3.368)
H (-3.344, 4.227, -1.029)
H (-2.827, 6.663, -1.111)
H (-1.896, 7.822, 0.904)
H (-1.494, 6.522, 3.007)
H (-2.012, 4.086, 3.093)
H (-2.755, 1.678, -1.945)
H (-4.349, 1.098, -3.768)
H (-6.784, 0.788, -3.264)
H (-7.603, 1.063, -0.917)
H (-6.010, 1.628, 0.914)

The value obtained for the HOMO energy (alpha / beta) is -14.4 / -14.3 eV. Its net charge is +2. The LUMO energy (alpha / beta) is -8.4 / -9.8 eV. The molar mass is 770.64 g/mol. For the orbital gap (alpha / beta), the calculation gives 6.00 / 4.58 eV.